A molecular structure, C30H44MnN5O2PSe3Te, computed with wB97M-V/def2-TZVPD.

The value obtained for the relative energy (zero: lowest compared OMol25 entry of this formula, charge and spin) is 0.00 kcal per mole. For the frontier orbital gap (spin up / spin down), the calculation gives 5.314 / 6.579 eV. Its expectation value of S² is 4.1653. Its spin multiplicity is 4. The net charge is 0.

Last column: Löwdin charge in e.
Element x y z (Å)
Mn1 -1.844981 0.130360 -2.465186  -0.026
Se1 -2.566696 -2.060189 -3.257463  0.170
Se2 -3.669046 -0.799755 -4.886792  -0.016
Te1 -4.222320 1.143908 -3.323330  0.552
Se3 -2.281560 2.541807 -2.680094  0.147
C1 5.057454 -1.097342 1.925797  -0.046
C2 4.922554 -0.346685 0.625923  -0.246
C3 5.779144 0.710618 0.344599  -0.062
C4 5.650644 1.417996 -0.841436  -0.080
C5 4.664395 1.080882 -1.751100  -0.037
C6 3.806333 0.013453 -1.489142  -0.192
N1 2.756995 -0.329728 -2.371337  0.104
C7 2.726556 -0.103584 -3.735958  -0.171
C8 3.909697 -0.121789 -4.490074  -0.029
C9 3.883235 0.067504 -5.856678  -0.073
C10 2.683757 0.270622 -6.537456  -0.083
C11 1.513034 0.267879 -5.810229  -0.013
C12 1.512508 0.085342 -4.425286  -0.057
C13 0.199290 0.122627 -3.758256  -0.556
O1 -0.869184 0.382122 -4.353188  -0.190
O2 0.098566 -0.103128 -2.487204  -0.140
C14 3.934286 -0.713063 -0.296830  -0.167
C15 3.029566 -1.878919 0.008732  -0.026
H1 5.840521 -0.658820 2.543321  0.075
H2 5.307661 -2.148631 1.764052  0.082
H3 4.126930 -1.081230 2.500123  0.077
H4 6.543625 0.983114 1.062868  0.106
H5 6.313056 2.248436 -1.053988  0.103
H6 4.542196 1.659830 -2.656223  0.112
H7 1.847587 -0.437324 -1.948030  0.095
H8 4.849052 -0.308507 -3.988322  0.113
H9 4.818227 0.043346 -6.404171  0.106
H10 2.671264 0.417410 -7.608790  0.100
H11 0.555735 0.408618 -6.295344  0.122
H12 2.484131 -2.213934 -0.871111  0.080
H13 2.296827 -1.636921 0.785742  0.066
H14 3.603640 -2.729551 0.380302  0.081
N2 -2.058504 -0.105554 -0.749032  -0.282
P1 -2.069731 0.294108 0.737458  0.588
N3 -2.067412 -1.074832 1.703697  -0.180
C16 -0.764480 -1.703545 2.001795  -0.213
C17 -0.946970 -3.135462 2.478621  -0.183
C18 -1.549917 -4.019748 1.385643  -0.187
C19 -2.550424 -3.214559 0.545306  -0.182
C20 -3.123712 -2.056802 1.351037  -0.207
N4 -3.393330 1.229444 1.106704  -0.187
C21 -3.481344 2.088641 2.285028  -0.194
C22 -4.406408 1.517809 3.352593  -0.182
C23 -5.800113 1.320622 2.762951  -0.205
C24 -5.732181 0.452509 1.509622  -0.181
C25 -4.709800 0.989157 0.507329  -0.232
N5 -0.726394 1.138577 1.222735  -0.176
C26 -0.299329 1.358726 2.611203  -0.226
C27 1.201984 1.140793 2.753785  -0.174
C28 1.983125 2.167780 1.915582  -0.175
C29 1.143236 2.648836 0.728033  -0.168
C30 0.256519 1.538789 0.191669  -0.197
H15 -0.257460 -1.138819 2.780381  0.085
H16 -0.108075 -1.697149 1.118959  0.114
H17 -1.583601 -3.129278 3.367955  0.114
H18 0.022875 -3.521054 2.799275  0.112
H19 -2.033095 -4.888383 1.838088  0.106
H20 -0.754007 -4.407730 0.745038  0.108
H21 -3.358746 -3.846688 0.173762  0.114
H22 -2.059166 -2.784415 -0.327744  0.065
H23 -3.608986 -2.419878 2.262936  0.119
H24 -3.887663 -1.555404 0.763496  0.084
H25 -3.888564 3.051981 1.948858  0.128
H26 -2.491297 2.299191 2.671524  0.079
H27 -4.440747 2.188374 4.214696  0.111
H28 -4.004569 0.557564 3.694510  0.112
H29 -6.213801 2.302515 2.501285  0.113
H30 -6.478306 0.882173 3.497371  0.108
H31 -6.711485 0.396961 1.026940  0.114
H32 -5.461758 -0.565275 1.797646  0.095
H33 -5.069618 1.953121 0.121569  0.118
H34 -4.593465 0.328960 -0.348928  0.055
H35 -0.864979 0.699336 3.271688  0.107
H36 -0.533091 2.383091 2.927729  0.109
H37 1.441607 0.126983 2.423805  0.087
H38 1.479392 1.201878 3.808117  0.115
H39 2.905280 1.714761 1.547381  0.096
H40 2.279011 3.018142 2.533896  0.109
H41 1.786973 3.007972 -0.077170  0.115
H42 0.508108 3.489889 1.022354  0.116
H43 0.871146 0.681203 -0.108692  0.106
H44 -0.271400 1.867911 -0.696950  0.050

Force components x, y, z for each atom (eV/Å):
0.38 0.02 -0.07
-0.28 -0.19 -0.14
-0.05 0.20 -0.05
-0.02 -0.06 0.15
-0.31 0.16 -0.27
0.01 0.02 0.01
-0.04 -0.03 0.05
-0.04 -0.01 -0.02
0.01 0.01 -0.02
0.00 0.04 0.06
-0.10 -0.10 -0.06
0.17 0.13 -0.08
0.10 -0.06 0.20
-0.02 0.01 -0.08
0.05 -0.01 0.02
-0.01 -0.01 0.10
0.01 -0.01 -0.10
-0.19 0.05 -0.10
0.25 -0.02 0.37
-0.04 -0.06 -0.11
0.27 -0.01 -0.06
0.01 -0.03 0.06
-0.01 -0.05 -0.01
-0.01 0.00 -0.01
0.01 0.02 -0.03
0.00 0.02 -0.04
-0.01 0.00 -0.02
-0.02 -0.01 0.01
-0.01 -0.02 -0.01
-0.10 0.02 -0.02
-0.01 0.01 -0.01
-0.02 0.00 0.00
0.00 -0.01 0.02
0.01 0.01 0.02
0.01 0.02 -0.01
0.00 0.05 -0.02
0.01 0.02 0.00
-0.22 -0.38 -0.36
0.27 0.46 0.39
-0.11 -0.22 0.30
0.03 -0.03 -0.16
0.04 -0.01 0.07
0.00 -0.03 -0.02
0.00 -0.01 0.00
0.10 0.10 0.09
-0.30 -0.24 0.12
-0.03 0.11 -0.17
0.03 -0.11 -0.02
-0.02 0.10 -0.02
0.02 -0.06 -0.02
0.14 0.24 0.07
0.15 -0.01 0.11
-0.06 0.02 -0.07
0.02 -0.02 0.00
0.01 -0.05 0.01
-0.02 0.09 -0.05
-0.02 -0.07 0.20
-0.01 0.01 0.01
-0.05 -0.01 -0.03
-0.02 0.00 -0.03
0.00 -0.01 0.00
-0.01 0.02 0.01
-0.03 0.02 -0.01
0.00 0.00 0.01
0.01 0.03 -0.05
0.01 0.01 0.02
-0.02 0.05 -0.06
0.01 0.02 0.01
0.00 -0.08 0.02
0.00 0.01 -0.02
0.00 0.02 0.00
0.01 -0.02 0.01
0.01 -0.02 -0.01
0.02 0.01 -0.01
0.01 -0.04 0.01
-0.02 0.01 -0.03
0.02 -0.10 -0.01
-0.01 0.00 -0.03
0.05 0.02 0.00
0.01 0.01 -0.03
0.01 0.01 -0.01
0.05 -0.03 0.00
-0.03 0.00 -0.01
0.01 -0.01 0.02
0.00 -0.01 -0.01
0.01 0.00 0.03
-0.05 0.04 -0.06